Entry 1:
Computed, not measured: a structure of composition C45H38Br9N7O14 at a distorted geometry, with ωB97M-V/def2-TZVPD.

Structure (XYZ):
```
113
Properties=species:S:1:pos:R:3:forces:R:3:mulliken_charge:R:1
C 7.281816 -1.923040 -34.893599 -0.6 0.1 0.2 1.463
Br 6.080885 -2.839408 -36.151535 0.4 0.3 0.8 -0.020
Br 7.123780 -2.570681 -33.047639 -0.1 0.0 -0.8 -0.027
Br 6.970612 -0.015767 -34.874654 0.1 -0.3 0.0 -0.069
H 8.300312 -2.083562 -35.227034 -0.1 -0.1 0.0 -1.207
C 10.691106 0.751285 -33.613604 -0.3 0.9 0.7 0.537
Br 12.477817 1.109865 -32.943269 -0.2 -0.1 -0.4 -0.057
Br 10.224546 1.883178 -35.090718 0.2 -0.1 -0.2 -0.025
Br 9.454869 1.147537 -32.125881 0.3 -0.5 -0.5 -0.029
H 10.601979 -0.267200 -33.971359 0.0 -0.1 0.3 -0.448
C 8.044058 0.617494 -38.435417 0.3 -0.5 -0.5 0.730
Br 6.134900 0.341410 -38.289052 0.4 0.2 -0.4 -0.043
Br 8.579732 2.469121 -38.334463 -0.3 -0.3 0.0 -0.081
Br 8.813259 -0.216504 -40.049061 -0.4 0.4 0.4 0.037
H 8.525265 0.058460 -37.643154 -0.2 0.2 0.3 -0.678
C 6.368443 -7.115496 -39.304831 1.0 -0.2 -0.5 -0.782
C 7.191150 -8.068808 -38.667472 -0.8 0.2 -0.2 -0.417
C 8.030678 -7.671518 -37.660273 0.7 0.5 0.8 -0.695
C 8.221104 -6.309355 -37.393361 -1.0 -1.3 -0.3 -0.076
C 7.570599 -5.371085 -38.150326 -0.3 0.7 -0.4 0.821
C 6.642736 -5.773491 -39.123870 0.0 0.1 1.2 -1.148
N 8.979595 -5.937062 -36.212846 1.1 0.5 -0.2 0.954
O 9.275639 -4.765500 -36.101819 -0.4 0.2 0.2 -0.395
O 9.371362 -6.782224 -35.443105 -0.4 -0.7 0.1 -0.642
H 5.611581 -7.422184 -40.013328 0.0 -0.1 0.0 0.386
H 7.124467 -9.118616 -38.915785 -0.2 0.0 0.1 0.443
H 8.542516 -8.358474 -36.998118 0.0 -0.2 -0.3 0.514
H 7.690190 -4.311876 -37.971451 0.2 -0.1 0.1 0.386
H 6.057256 -4.976465 -39.562442 -0.1 -0.2 -0.3 0.594
C 15.119462 -4.650769 -33.406035 0.5 0.6 0.2 -0.153
C 14.077203 -5.184885 -34.148032 0.7 -0.9 0.2 -0.588
C 14.365675 -6.246227 -35.007581 -1.3 -0.1 0.5 -0.435
C 15.625174 -6.778050 -35.059154 0.5 0.8 -0.3 -0.277
C 16.671382 -6.215479 -34.343737 0.5 -0.5 -0.1 -0.387
C 16.427307 -5.153458 -33.503241 -0.8 -0.1 -0.1 -0.792
N 15.902343 -7.860233 -36.002730 -0.4 -0.6 0.2 1.099
O 14.948475 -8.369083 -36.556570 -0.3 0.1 -0.2 -0.587
O 17.040048 -8.233127 -36.151628 0.6 0.2 0.0 -0.629
H 14.990850 -3.778724 -32.776145 -0.4 -0.1 0.1 0.411
H 13.038408 -4.937775 -34.000021 0.0 0.5 -0.1 0.799
H 13.534016 -6.674462 -35.550601 0.2 -0.2 -0.2 0.553
H 17.662857 -6.633644 -34.456650 0.0 0.0 0.0 0.511
H 17.225403 -4.764393 -32.888282 0.0 0.2 -0.1 0.451
C 9.191379 -5.386437 -41.886583 -0.3 0.9 0.5 -0.761
C 8.399073 -4.244546 -41.725110 0.3 -0.7 -0.4 -0.149
C 8.833781 -3.023340 -42.206029 -0.3 0.4 0.1 -0.544
C 10.118299 -2.909518 -42.697474 0.2 -0.3 -0.2 -0.013
C 10.967814 -4.001221 -42.786110 -0.5 -0.1 0.2 -0.744
C 10.463350 -5.244338 -42.419896 0.8 -0.1 0.2 -0.208
N 10.657295 -1.582975 -43.030353 0.4 0.3 0.7 1.064
O 11.864892 -1.488893 -43.070216 0.4 -0.2 -0.3 -0.613
O 9.911514 -0.635795 -43.122973 -0.7 -0.1 -0.2 -0.594
H 8.781480 -6.300681 -41.479717 0.4 -0.3 -0.2 0.402
H 7.455057 -4.359097 -41.213832 -0.1 0.2 -0.2 0.452
H 8.193452 -2.152075 -42.166179 0.1 0.0 0.1 0.794
H 12.003107 -3.897293 -43.070880 -0.1 0.1 -0.2 0.492
H 11.189686 -6.048066 -42.446286 -0.4 -0.3 -0.1 0.369
C 13.913820 -4.047475 -38.543288 -0.6 0.6 0.2 -1.420
C 12.804081 -3.764156 -39.336389 0.0 -0.4 -0.7 -0.738
C 11.591452 -3.394474 -38.792855 0.4 0.0 0.9 -0.409
C 11.520455 -3.227982 -37.395746 0.1 0.5 -1.4 -0.135
C 12.622546 -3.404064 -36.583175 -0.3 0.0 -0.1 -0.402
C 13.805510 -3.818277 -37.183565 0.2 -1.2 0.3 -0.447
N 10.269273 -2.658652 -36.891788 1.0 -0.1 0.4 1.593
O 10.237115 -2.285100 -35.732354 0.1 0.3 0.0 -0.738
O 9.355820 -2.577509 -37.667999 -0.9 0.4 -0.3 -0.422
H 14.843718 -4.438283 -38.928607 0.0 0.1 -0.3 0.708
H 12.826878 -3.864297 -40.415837 0.2 -0.1 0.0 0.505
H 10.741528 -3.232614 -39.438314 -0.1 0.1 0.1 0.714
H 12.519518 -3.276453 -35.514971 0.1 0.1 0.0 0.590
H 14.606622 -4.223574 -36.580013 0.2 0.7 0.3 0.710
C 9.542961 -1.823639 -28.996829 -0.2 0.1 0.2 -0.403
C 10.778398 -1.184235 -28.903780 -0.6 -0.9 -0.5 -0.795
C 11.625745 -1.275356 -29.995925 0.9 1.2 0.3 -0.130
C 11.263361 -1.944917 -31.145759 -1.3 -0.4 0.6 -0.361
C 10.007522 -2.553211 -31.234901 1.1 -1.1 0.1 -0.057
C 9.163911 -2.517355 -30.139730 0.2 0.3 0.0 -0.906
N 12.243893 -2.214152 -32.172799 1.6 0.1 -0.3 1.154
O 11.929389 -2.791889 -33.189466 -1.0 -0.2 -0.3 -0.439
O 13.406920 -1.884568 -31.977829 -0.3 0.2 0.6 -0.543
H 8.852108 -1.821492 -28.162395 0.1 0.0 0.1 0.392
H 11.085831 -0.751370 -27.964793 0.1 0.3 -0.1 0.429
H 12.567251 -0.740883 -29.957849 0.1 -0.3 -0.1 0.389
H 9.869102 -3.293621 -32.013591 -0.3 0.5 -0.3 0.769
H 8.248671 -3.091588 -30.128888 -0.1 0.1 -0.1 0.442
C 14.519975 -6.550291 -41.246680 0.3 -0.2 0.5 -0.239
C 14.049700 -7.317876 -40.179533 0.3 0.2 -1.0 -0.199
C 14.857592 -8.325794 -39.677625 -0.5 0.1 0.9 -0.458
C 16.162272 -8.485550 -40.106244 -0.4 0.3 -1.4 0.106
C 16.653968 -7.723851 -41.172523 -0.5 -0.7 0.5 -0.594
C 15.811926 -6.772173 -41.713841 0.3 0.7 -0.2 -0.597
N 16.934760 -9.616087 -39.625670 0.3 -1.0 1.2 1.028
O 18.146339 -9.601409 -39.742660 -0.2 0.4 -0.4 -0.604
O 16.325842 -10.524471 -39.078402 0.0 0.4 -0.4 -0.561
H 13.910851 -5.785989 -41.709596 0.0 0.0 0.1 0.386
H 13.044421 -7.176245 -39.809338 0.0 -0.1 0.1 0.514
H 14.430304 -8.950917 -38.907754 0.4 -0.2 0.1 0.410
H 17.586232 -7.976963 -41.654773 0.2 0.2 0.3 0.440
H 16.229199 -6.135267 -42.484776 -0.2 -0.1 -0.2 0.354
C 16.296036 -0.553936 -33.431891 -0.4 -0.6 -0.4 -0.348
C 17.662854 -0.606179 -33.721380 -0.6 0.8 0.8 -0.551
C 18.114527 -0.713437 -35.016997 0.2 0.2 -0.9 -0.405
C 17.188827 -0.831744 -36.059092 -0.3 0.4 1.6 -0.076
C 15.841287 -0.749932 -35.770032 -0.8 -1.0 -0.4 -0.401
C 15.377395 -0.698660 -34.458883 0.5 0.7 -0.5 0.298
N 17.630314 -0.977620 -37.432527 -0.1 -0.2 -0.4 1.015
O 16.795373 -1.282402 -38.259329 -0.3 0.0 -0.1 -0.594
O 18.800994 -0.818352 -37.684837 0.6 0.2 0.1 -0.621
H 15.895302 -0.441543 -32.432892 0.4 0.0 0.2 0.437
H 18.309945 -0.389147 -32.881023 0.4 -0.3 -0.3 0.406
H 19.153037 -0.594483 -35.296680 0.1 -0.3 0.2 0.479
H 15.098014 -0.854241 -36.549894 0.2 0.1 -0.2 0.447
H 14.307186 -0.647921 -34.312598 0.1 -0.1 0.3 -0.072
```
Forces are in eV/Å.

As for the HOMO energy: -9.94 eV.

---

Entry 2:
Computed, not measured: a structure of composition C45H38Cl2N13NaO3, with ωB97M-V/def2-TZVPD.

Structure (XYZ):
```
102
Properties=species:S:1:pos:R:3:forces:R:3:mulliken_charge:R:1
Na -1.543078 -1.642773 -0.644913 -0.3 -0.1 -0.1 0.854
O -6.063384 -2.025211 -1.279500 -0.1 0.2 -0.1 -0.801
C -4.840351 -1.774412 -1.336508 0.2 -0.2 0.5 -0.245
N -3.938020 -1.662997 -0.379243 0.3 0.2 -0.4 0.088
C -4.272363 -1.501514 0.952123 -0.3 -0.1 0.4 -0.377
C -5.423950 -0.802213 1.352242 0.1 -0.1 -0.2 -0.123
C -5.707450 -0.537558 2.680515 0.0 0.0 0.2 -0.704
C -4.840617 -0.989153 3.669282 -0.2 0.1 0.0 -0.712
C -3.693560 -1.678621 3.312142 0.2 -0.1 -0.2 -0.475
C -3.363665 -1.936961 1.968362 -0.6 0.0 0.3 0.423
N -2.155478 -2.475606 1.576236 0.7 0.2 -0.1 -0.040
C -1.337731 -3.155597 2.358260 -0.8 0.2 -0.3 -0.044
O -1.518743 -3.712012 3.465845 0.3 0.0 0.1 -0.853
C 0.062811 -3.205558 1.767208 0.0 -0.1 -0.3 0.645
C 1.165368 -3.586127 2.670674 0.3 -0.2 0.0 -0.774
C 2.436461 -3.610514 2.272756 0.0 0.2 -0.1 -0.985
C 2.807357 -3.125075 0.905846 -0.3 -0.2 0.2 -0.099
C 1.568992 -2.683511 0.073000 0.4 0.0 0.2 0.002
N 0.246635 -2.943437 0.534682 0.1 0.4 0.0 -0.222
C -4.252036 -1.540072 -2.716312 -0.1 -0.1 -0.2 0.489
C -5.069022 -0.970133 -3.695412 0.0 0.0 -0.1 -0.654
C -4.539975 -0.701976 -4.942753 0.1 0.0 0.0 -0.187
C -3.215890 -1.042972 -5.197143 0.0 0.0 0.0 -1.030
C -2.485319 -1.630441 -4.174837 0.1 -0.1 0.0 0.048
N -2.982811 -1.863551 -2.963094 0.1 0.0 0.1 0.022
H -6.088403 -0.449249 0.573842 0.0 -0.1 0.0 0.421
H -6.603472 0.014692 2.946873 0.0 0.0 0.0 0.311
H -5.062467 -0.802986 4.716418 0.0 0.0 0.0 0.341
H -3.004383 -2.021312 4.071962 0.0 -0.1 0.0 0.441
H 0.868220 -3.921964 3.655510 0.0 0.0 0.0 0.479
H 3.233370 -3.965537 2.914504 -0.1 0.0 0.1 0.342
H 3.513184 -3.792580 0.408261 0.0 0.0 0.0 0.354
H 1.647354 -2.957595 -0.975136 0.1 0.1 0.0 -0.002
H -6.098662 -0.755249 -3.445614 0.0 0.0 0.0 0.442
H -5.141471 -0.237131 -5.716317 0.0 0.0 0.0 0.386
H -2.764875 -0.867246 -6.166707 0.0 0.0 0.0 0.442
H -1.447384 -1.918504 -4.310888 0.0 0.1 0.0 0.158
C 4.590439 -1.490916 0.127682 0.1 0.0 -0.1 -1.510
N 3.361526 -1.696515 0.906213 -0.1 -0.1 -0.2 1.778
C 2.021775 -1.192840 0.275066 -0.1 -0.2 -0.2 0.574
N 1.450550 -0.428781 1.317522 -0.3 0.2 0.4 0.672
C 2.290713 -0.475301 2.322679 -0.3 -0.2 -0.3 -1.465
N 3.455999 -1.109403 2.220866 0.4 0.0 0.4 -1.141
C 4.758565 -0.082914 -0.392649 0.1 -0.1 0.0 0.649
C 5.493984 0.126152 -1.555705 0.0 0.1 0.2 -0.669
C 5.720942 1.413900 -2.020480 0.1 -0.1 -0.1 -0.612
C 5.203309 2.510514 -1.354133 -0.1 0.2 0.1 -0.972
C 4.433982 2.308806 -0.212198 0.1 -0.6 -0.1 0.191
C 4.227678 1.012021 0.264640 0.0 0.4 0.0 0.484
C 3.825673 3.404095 0.523192 -0.2 0.7 0.3 0.410
N 4.113476 4.668262 0.550978 0.4 -0.5 -0.4 -0.604
N 3.263521 5.255085 1.451126 -0.6 0.2 0.5 -0.556
C 2.498474 4.319493 1.920568 0.7 0.1 -0.6 0.474
O 2.809087 3.121236 1.373207 -0.1 -0.2 0.0 -0.096
C 1.400055 4.386805 2.869633 -0.5 -0.3 0.3 0.066
C 1.264608 5.451783 3.758877 0.2 0.0 -0.2 -0.991
C 0.206438 5.464897 4.647981 -0.1 0.1 0.1 -0.563
C -0.731083 4.439888 4.653871 0.1 -0.1 -0.1 -0.807
C -0.612654 3.375954 3.767232 -0.1 0.1 0.1 0.941
C -1.620368 2.243515 3.768672 0.1 0.1 0.0 -1.450
N -2.029071 1.866758 2.444100 0.0 -0.3 0.1 1.477
C -1.505866 0.932063 1.634256 0.0 0.1 -0.1 -1.151
N -2.146472 0.930796 0.490746 -0.1 -0.2 -0.2 0.365
C -3.104456 1.874968 0.667837 0.1 0.0 0.0 -0.600
N -3.062013 2.484956 1.831500 -0.1 0.1 0.0 -1.150
C 0.458610 3.353105 2.886975 0.3 0.1 -0.2 -0.010
H 4.580147 -2.179097 -0.719145 -0.1 0.0 0.0 0.409
H 5.419202 -1.748053 0.792472 0.0 0.0 0.0 0.393
H 2.151911 -0.655029 -0.663865 0.0 0.0 0.0 -0.929
H 2.073520 0.040523 3.252953 0.0 0.0 0.0 0.611
H 5.882460 -0.724638 -2.102134 0.0 0.0 0.0 0.378
H 6.293596 1.552362 -2.928929 0.0 0.0 0.0 0.375
H 5.367990 3.518306 -1.712678 0.0 0.0 0.0 0.463
H 3.648967 0.877661 1.162908 0.1 0.0 -0.1 0.770
H 1.995412 6.249900 3.742001 0.0 0.0 0.0 0.496
H 0.104867 6.284583 5.348601 0.0 0.0 0.0 0.375
H -1.562711 4.472153 5.347711 0.0 0.0 0.0 0.405
H -2.513146 2.531505 4.320845 0.0 0.0 0.0 0.409
H -1.184686 1.364350 4.247126 -0.1 0.0 0.0 0.252
H -0.659061 0.299499 1.861203 0.0 0.0 0.1 0.816
H -3.841149 2.112788 -0.081368 0.0 0.0 0.0 0.523
H 0.563622 2.535199 2.182743 0.0 0.0 0.0 0.688
Cl -3.874256 3.014096 -4.256106 -0.2 0.1 -0.1 -0.220
C -2.311227 2.207527 -4.028529 0.1 -0.4 0.3 -0.529
Cl -2.221612 1.348793 -2.483920 0.0 0.4 -0.3 0.152
H -1.542576 2.969969 -4.055749 0.0 0.0 0.0 0.367
H -2.197971 1.482419 -4.825440 0.0 0.0 0.0 0.221
C 0.289735 -3.859039 -3.145132 0.1 0.1 0.0 -1.298
C 1.140289 -2.619503 -3.164067 0.1 0.0 -0.2 0.536
C 2.479327 -2.503380 -3.539084 -0.1 -0.2 0.1 -1.420
C 2.798287 -1.131524 -3.404440 0.0 0.2 0.1 -0.372
C 1.631917 -0.507169 -2.963453 0.2 -0.1 -0.1 -0.117
C 1.444786 0.956206 -2.683391 0.0 -0.1 0.0 -0.424
N 0.629487 -1.411250 -2.804920 -0.2 0.0 0.2 0.237
H 0.822677 -4.703847 -2.697285 0.0 0.0 0.0 0.395
H -0.001964 -4.161596 -4.156591 -0.1 0.0 0.0 0.376
H -0.616859 -3.679135 -2.565907 0.0 -0.1 0.0 0.140
H 3.137845 -3.300448 -3.864210 0.0 0.0 0.0 0.406
H 3.743971 -0.647348 -3.617595 0.0 0.0 0.0 0.728
H 2.414963 1.431797 -2.506916 0.0 0.0 0.0 0.139
H 0.814481 1.116883 -1.804333 0.0 0.0 0.0 -0.012
H 0.965145 1.468840 -3.525765 0.0 0.1 0.1 0.169
```
Forces are in eV/Å.

Its total charge is -2. As for the HOMO energy: -1.19 eV.

---

no.,orbital gap (eV)
1,8.856
2,4.825